No. 1
DFT (ωB97M-V/def2-TZVPD) results for a structure of composition C26H41NO10P2PdS2Si.

## Properties
Energy above the lowest of the compared OMol25 structures with the same formula, charge and spin: 10.7 kcal/mol
LUMO (alpha / beta): 0.360 / -2.466 eV
DFT total energy: -3719.06920 Eh
Expectation value of S²: 6.050
F_max: 0.784 eV Å⁻¹

```
! RIJCOSX wB97M-V def2-TZVPD def2/J DEFGRID3
* xyz 0 5
Pd -0.2831 -0.3646 -0.0590
C 2.2612 -3.6383 -1.9221
Si 1.6683 -2.8540 -0.3299
C -0.0905 -3.4264 -0.1037
C 2.6475 -3.4115 1.1639
N 1.7858 -1.0641 -0.4183
C 2.9398 -0.4019 -0.4175
C 4.1899 -1.0747 -0.6386
C 5.3931 -0.4337 -0.6088
C 5.4377 0.9413 -0.3365
C 4.2713 1.6533 -0.1392
C 3.0321 1.0255 -0.2094
O 1.8820 1.6768 -0.0060
C 1.8402 3.0765 -0.0064
C 1.2248 3.6819 1.0718
C 1.0888 5.0613 1.0841
C 1.5682 5.8192 0.0252
C 2.1765 5.1911 -1.0507
C 2.3131 3.8119 -1.0758
H 2.1568 -4.7220 -1.8233
H 3.2962 -3.4254 -2.1889
H 1.6287 -3.3196 -2.7536
H -0.0374 -4.4208 0.3507
H -0.6090 -3.5164 -1.0580
H -0.7017 -2.8192 0.5681
H 2.7427 -4.4996 1.1586
H 2.1169 -3.1212 2.0741
H 3.6476 -2.9816 1.2123
H 4.1625 -2.1328 -0.8457
H 6.3062 -0.9856 -0.7858
H 6.3880 1.4555 -0.2832
H 4.3122 2.7123 0.0696
H 0.8357 3.0708 1.8741
H 0.5976 5.5415 1.9201
H 1.4510 6.8944 0.0299
H 2.5225 5.7712 -1.8956
H 2.7673 3.3195 -1.9243
O -4.4886 -0.4171 -0.1919
C -3.3750 -0.7886 -0.0096
O -2.4719 -0.7939 0.8241
C -2.6971 -1.7576 -1.5001
O -3.4510 -2.6178 -1.8309
O -1.6029 -1.2758 -1.7709
C -0.0329 -0.9238 -4.5574
C 0.1420 0.5461 -4.2338
C 1.3285 0.7966 -3.3314
O -1.1059 0.9726 -3.6473
P -1.4302 2.2451 -2.7540
S -0.4573 3.8585 -3.2333
S -1.2675 1.8231 -0.7392
O -2.9833 2.4206 -2.9820
C -3.9145 1.8325 -3.9270
C -3.4925 2.1452 -5.3505
C -4.1345 0.3586 -3.6656
H 0.8209 -1.2772 -5.1383
H -0.9427 -1.0875 -5.1347
H -0.1101 -1.5016 -3.6355
H 0.2487 1.1236 -5.1562
H 1.1679 0.3063 -2.3703
H 1.4722 1.8625 -3.1665
H 2.2235 0.3747 -3.7932
H -4.8342 2.3728 -3.6995
H -2.6065 1.5731 -5.6255
H -3.2720 3.2064 -5.4615
H -4.3018 1.8803 -6.0331
H -3.2254 -0.2106 -3.8542
H -4.9201 -0.0087 -4.3283
H -4.4563 0.1960 -2.6377
C -1.8204 1.5704 2.8308
O -0.5674 0.9630 3.2188
P 0.1464 -0.1546 2.3198
O -0.3891 -1.5733 2.8101
C -0.4637 -1.9278 4.1989
O 1.5759 -0.1607 3.0563
C 2.3566 1.0034 3.3303
H -2.2064 2.0570 3.7222
H -2.5229 0.8213 2.4731
H -1.6493 2.3081 2.0478
H -1.0163 -2.8614 4.2472
H -0.9901 -1.1574 4.7608
H 0.5368 -2.0618 4.6075
H 3.2038 0.6713 3.9250
H 1.7747 1.7267 3.8996
H 2.7204 1.4611 2.4117
*
```


No. 2
DFT (ωB97M-V/def2-TZVPD) results for a cluster of 11 separate species, C38H106N8O11 in total.

## Properties
Energy above the lowest of the compared OMol25 structures with the same formula, charge and spin: 157.9 kcal/mol
LUMO: 0.410 eV
DFT total energy: -2776.70453 Eh
F_max: 4.203 eV Å⁻¹

```
! RIJCOSX wB97M-V def2-TZVPD def2/J DEFGRID3
* xyz 0 1
C -22.1402 -17.7223 13.3533
O -21.2275 -18.7768 13.3586
C -21.2617 -19.7656 12.3043
C -20.2377 -20.8684 12.7928
C -19.8978 -21.9472 11.6669
N -20.6465 -21.6021 13.9977
H -21.8215 -16.7949 13.8292
H -23.0681 -18.0835 13.7968
H -22.4955 -17.4810 12.3515
H -22.2135 -20.2962 12.2791
H -20.9762 -19.3913 11.3211
H -19.2976 -20.4134 13.1047
H -19.3268 -22.8355 11.9372
H -19.4646 -21.4636 10.7914
H -20.9131 -22.2655 11.4304
H -19.8606 -22.1455 14.3250
H -20.6402 -20.7925 14.6016
C -16.7981 -13.8724 4.3784
O -18.0897 -13.7746 4.8708
C -18.0704 -13.8829 6.2822
C -19.3830 -13.7220 7.0005
C -19.7929 -12.2582 7.2429
N -19.3537 -14.2010 8.3291
H -16.8357 -13.9860 3.2950
H -16.1153 -14.6527 4.7146
H -16.3196 -12.9589 4.7313
H -17.7167 -14.9018 6.4404
H -17.3940 -13.2338 6.8383
H -20.2120 -14.0545 6.3758
H -19.9994 -11.7839 6.2835
H -18.9418 -11.7877 7.7352
H -20.6599 -12.0133 7.8564
H -20.2760 -14.2837 8.7322
H -18.9951 -15.1387 8.2184
C -21.4761 -16.4285 6.7941
O -21.8691 -15.6381 7.8858
C -23.0873 -15.9588 8.5374
C -23.3523 -14.8814 9.5618
C -24.5925 -15.2179 10.3442
N -23.5264 -13.5398 8.9218
H -20.4024 -16.3515 6.6229
H -22.0058 -15.9940 5.9463
H -21.5569 -17.4974 6.9913
H -23.7475 -15.9736 7.6701
H -23.1486 -16.9390 9.0102
H -22.4256 -14.8579 10.1351
H -24.7630 -14.4902 11.1376
H -24.6417 -16.2157 10.7801
H -25.4220 -15.1625 9.6392
H -22.7750 -13.4623 8.2513
H -24.3450 -13.3912 8.3493
C -14.6271 -14.2539 13.1643
O -14.3684 -13.1925 12.2571
C -15.4544 -12.4859 11.7394
C -16.3361 -13.3286 10.7983
C -15.5047 -14.2929 9.9198
N -17.1738 -12.5458 9.9209
H -15.5564 -14.8075 13.0297
H -14.6820 -13.8424 14.1721
H -13.7154 -14.8437 13.2590
H -16.0879 -12.3251 12.6118
H -15.1664 -11.5680 11.2269
H -17.0105 -13.9072 11.4296
H -15.9423 -14.8904 9.1201
H -14.9751 -14.9332 10.6253
H -14.6852 -13.7076 9.5025
H -17.8331 -13.1573 9.4610
H -17.6379 -11.7875 10.4001
C -16.3168 -13.1211 18.5244
O -17.1838 -14.0985 18.0397
C -18.4503 -13.5403 17.8757
C -19.4437 -14.6403 17.3834
C -19.0387 -15.0116 15.9985
N -20.7941 -14.1514 17.3515
H -15.3197 -13.4913 18.7628
H -16.6526 -12.7566 19.4952
H -16.2083 -12.2429 17.8879
H -18.9534 -13.1532 18.7618
H -18.4189 -12.7292 17.1483
H -19.2836 -15.5740 17.9225
H -18.0532 -14.6596 15.6936
H -19.4837 -14.3224 15.2809
H -19.0659 -16.0438 15.6493
H -21.3493 -14.9362 17.0415
H -21.0731 -13.8939 18.2874
C -16.6107 -20.7652 8.9863
O -17.8858 -20.6125 8.4139
C -17.8124 -20.0620 7.1056
C -19.2006 -20.1617 6.4593
C -19.5672 -21.5107 6.0222
N -19.3065 -19.2470 5.3163
H -16.3266 -21.8021 9.1656
H -16.6715 -20.3266 9.9823
H -15.6884 -20.2961 8.6436
H -17.3915 -19.0572 7.0693
H -17.1548 -20.5217 6.3678
H -19.9362 -19.7661 7.1597
H -19.6811 -22.1871 6.8694
H -18.8129 -21.9448 5.3660
H -20.5928 -21.3723 5.6800
H -18.6580 -19.3624 4.5507
H -19.1691 -18.2928 5.6176
C -23.9860 -19.0082 6.1304
O -24.9589 -19.9138 6.6375
C -25.4933 -19.6702 7.9178
C -25.0208 -20.7456 8.9352
C -23.4866 -20.6096 9.1785
N -25.2699 -22.0385 8.3283
H -23.0723 -19.1119 6.7157
H -24.2744 -17.9695 6.2916
H -23.6428 -19.1952 5.1128
H -25.2104 -18.6706 8.2476
H -26.5606 -19.5406 7.7384
H -25.5272 -20.4282 9.8467
H -23.2573 -19.5468 9.2564
H -22.8551 -21.0645 8.4153
H -23.0986 -21.0862 10.0787
H -24.7358 -22.0205 7.4713
H -26.2220 -21.9612 8.0002
C -21.9119 -10.2781 15.3509
O -22.5726 -10.9262 14.1983
C -21.9445 -10.6022 12.9745
C -21.8716 -11.9063 12.0994
C -20.9117 -12.9912 12.5900
N -21.4262 -11.7557 10.7378
H -22.3146 -10.7390 16.2528
H -22.1813 -9.2231 15.4007
H -20.8349 -10.3785 15.4853
H -22.6205 -9.8408 12.5854
H -20.9905 -10.1158 13.1779
H -22.8620 -12.3245 11.9201
H -20.0575 -12.4488 12.9953
H -20.6264 -13.8148 11.9355
H -21.4142 -13.3793 13.4760
H -20.7298 -12.4464 10.4969
H -22.1367 -12.0148 10.0683
C -19.0530 -16.5814 11.0614
C -19.0334 -17.2508 9.6492
O -18.1962 -16.6158 8.7804
H -18.0715 -16.2253 11.3744
H -19.3210 -17.1643 11.9426
H -19.5931 -15.6346 11.0536
H -20.0348 -17.2528 9.2186
H -18.7524 -18.2957 9.7809
H -17.3861 -17.1259 8.7090
C -14.6631 -17.5078 6.2909
C -14.4616 -17.4422 7.8319
O -15.7009 -17.9350 8.4170
H -14.7052 -18.5421 5.9496
H -13.8198 -17.1702 5.6884
H -15.6463 -17.0710 6.1159
H -14.3159 -16.3926 8.0872
H -13.6761 -18.0847 8.2299
H -15.7070 -18.0337 9.3719
C -13.1349 -20.0409 12.0886
C -14.5295 -19.5655 12.4168
O -14.6450 -18.1429 12.0738
H -12.3898 -19.2747 12.3031
H -13.0570 -20.3198 11.0377
H -13.0383 -21.0294 12.5377
H -14.7673 -19.8685 13.4365
H -15.2873 -19.9371 11.7270
H -13.9994 -17.5528 12.4695
*
```


Which of these has the lowest energy above the lowest of the compared OMol25 structures with the same formula, charge and spin?
C26H41NO10P2PdS2Si